--- a ---
Density functional theory data (ωB97M-V/def2-TZVPD) for the ion C7H11N4 with charge +1.

Geometry as XYZ:
```
22
Properties=species:S:1:pos:R:3
C 0.329 1.213 1.494
C 0.730 -2.042 0.291
C 1.360 1.121 0.749
C 1.737 0.152 -0.191
C -1.014 0.075 1.240
C 2.755 0.555 -1.274
C -2.387 0.981 -0.544
N -0.518 -2.120 -0.126
N 1.623 -1.128 0.062
N -1.555 -0.068 0.011
N -1.260 -1.191 -0.664
H 0.200 1.505 2.545
H 1.203 -2.993 0.808
H -0.488 -0.753 1.710
H -1.844 0.372 1.910
H 2.352 1.398 -1.849
H 2.941 -0.267 -1.862
H 3.630 0.850 -0.659
H -3.331 1.128 -0.053
H -1.882 1.864 -0.511
H -2.829 0.687 -1.536
H -1.752 -1.337 -1.550
```

highest occupied orbital energy (spin up / spin down): -11.73 / -13.51 eV
net charge: +1
spin multiplicity: 3
orbital gap (spin up / spin down): 7.44 / 7.30 eV
<S²>: 2.03

--- b ---
Density functional theory data (ωB97M-V/def2-TZVPD) for a cluster of 2 separate species, C7H11N4 in total.

Geometry as XYZ:
```
22
Properties=species:S:1:pos:R:3
C 0.790 -1.598 -2.506
C -0.103 -0.704 -3.301
C 0.105 -1.914 -1.392
C -1.224 -0.585 -2.601
C -0.328 0.363 1.127
C 0.525 1.249 3.071
C 1.290 1.831 1.826
N -1.075 -1.201 -1.377
N -0.504 0.490 2.406
N 0.778 0.962 0.773
N -1.989 -1.434 -0.531
H 1.756 -1.921 -2.947
H 0.188 -0.375 -4.278
H 0.397 -2.576 -0.578
H -2.078 0.080 -2.745
H 0.966 0.635 3.781
H 0.044 2.027 3.590
H 0.958 2.803 1.605
H 2.373 1.779 1.847
H -1.201 0.116 3.104
H 1.151 0.867 -0.166
H -2.819 -0.892 -0.710
```

highest occupied orbital energy (spin up / spin down): -11.21 / -12.33 eV
net charge: +1
spin multiplicity: 3
orbital gap (spin up / spin down): 8.05 / 5.49 eV
<S²>: 2.02

Going by the computed energies, the most stable comes first: b, a.

--- a ---
Density functional theory data (ωB97M-V/def2-TZVPD) for the molecule C2H5PS.

Geometry as XYZ:
```
9
Properties=species:S:1:pos:R:3
C -1.798 -0.359 -1.050
C -0.828 -0.156 -0.151
P 1.747 0.412 1.307
S 0.979 -0.258 -0.568
H -2.784 -0.049 -0.921
H -1.460 -0.384 -2.093
H -1.139 0.294 0.757
H 2.914 -0.410 1.607
H 2.775 1.458 1.080
```

highest occupied orbital energy: -8.98 eV
SMILES: C=CSP
orbital gap: 9.82 eV

--- b ---
Density functional theory data (ωB97M-V/def2-TZVPD) for a cluster of 2 separate species, C2H5PS in total.

Geometry as XYZ:
```
9
Properties=species:S:1:pos:R:3
C -1.214 0.565 0.406
C -1.299 -0.467 -0.684
P -1.204 -1.508 -1.856
S 2.694 0.062 0.204
H -2.012 0.668 1.073
H -0.311 0.293 1.089
H -1.100 1.594 -0.038
H 1.638 0.086 -0.480
H 2.807 -1.293 0.288
```

highest occupied orbital energy: -9.64 eV
SMILES: CC#P.S
orbital gap: 10.23 eV

Going by the computed energies, the most stable comes first: a, b.